Model P:
{"formula": "C3H6IN2", "method": "ωB97M-V with the def2-TZVPD basis set", "lumo_ha": -0.1872, "charge": 1, "symbols": ["N", "H", "H", "H", "H", "H", "I", "C", "C", "C", "H", "N"], "coordinates": [[0.44191, -1.77342, -0.40171], [-1.47967, -2.12982, -0.56986], [-0.43531, 2.20702, -1.59126], [2.26516, -0.76658, 0.16757], [0.47323, 1.20787, -0.02833], [-0.02385, 1.88910, -0.91864], [-2.36446, 0.92827, 1.22182], [-0.80785, -0.13370, 0.43176], [-0.85330, -1.37821, -0.15592], [1.26602, -0.86858, -0.05635], [0.97055, 0.51352, 1.40920], [0.54757, 0.30454, 0.49173]], "nbo_charge": [-0.301, 0.280, 0.203, 0.226, 0.468, -0.164, 0.356, -0.097, -0.044, 0.230, 0.472, -0.630]}

---

Model Q:
{"formula": "C3H6IN2", "method": "ωB97M-V with the def2-TZVPD basis set", "smiles": "[H]/N=C\\C/[NH+]=C/I", "lumo_ha": -0.2038, "charge": 1, "symbols": ["H", "H", "H", "C", "C", "N", "H", "I", "H", "C", "N", "H"], "coordinates": [[1.20572, 1.49396, -0.83561], [-0.28168, -2.47797, 0.15201], [-1.25447, 0.06848, 0.07120], [0.55032, -1.87646, 0.58542], [-0.29909, 0.41148, 0.40119], [0.60951, -0.61476, 0.86231], [-0.79974, -0.02988, -2.30413], [1.96878, -3.29058, 1.22657], [1.37191, -0.19335, 1.22435], [0.33763, 0.95556, -0.91485], [-0.07030, 0.61536, -2.05595], [-0.43769, 1.13987, 1.12961]], "nbo_charge": [0.183, 0.269, 0.239, 0.058, -0.312, -0.426, 0.371, 0.366, 0.426, 0.123, -0.544, 0.246]}

---

Which structure is most stable? model Q, by 0.0607 hartree over the runner-up.

---

Model P:
{"formula": "C3H6IN2", "method": "ωB97M-V with the def2-TZVPD basis set", "smiles": "[H]/N=C1/[C@@H]([NH3+])[C@@H]1I", "lumo_ha": -0.1597, "charge": 1, "symbols": ["H", "I", "C", "C", "H", "N", "H", "C", "H", "N", "H", "H"], "coordinates": [[-0.03320, 2.97108, 0.39346], [-3.29588, -0.33780, 0.02488], [-0.36216, 0.98736, -0.06972], [-1.17938, -0.06264, 0.53000], [1.43349, -1.65532, -0.74131], [1.23123, -0.90565, -0.15669], [-0.51059, -0.87166, -1.41465], [-0.08070, -0.35348, -0.53069], [1.86873, -0.17653, -0.38275], [0.21199, 2.06018, -0.00674], [-0.79478, -0.32674, 1.52035], [1.51126, -1.32880, 0.83387]], "nbo_charge": [0.419, 0.243, 0.277, -0.400, 0.441, -0.670, 0.273, -0.195, 0.452, -0.556, 0.249, 0.466]}

---

Model Q:
{"formula": "C3H6IN2", "method": "ωB97M-V with the def2-TZVPD basis set", "smiles": "IC1=[NH+]CCN1", "lumo_ha": -0.1598, "charge": 1, "symbols": ["H", "H", "I", "C", "N", "H", "H", "H", "N", "H", "C", "C"], "coordinates": [[1.23604, 1.16226, 1.42247], [-1.04080, 0.06704, -1.58314], [-1.33550, 0.55024, 2.93070], [-0.32849, -0.46858, -1.04119], [-1.00004, -0.56844, 0.23108], [1.76771, -0.41418, -0.27931], [-0.06095, -1.26310, -1.63256], [1.29813, 0.78242, -1.53916], [0.70553, 0.96310, 0.58402], [-1.68557, -1.29937, 0.37563], [1.02666, 0.23781, -0.60394], [-0.58273, 0.25079, 1.13540]], "nbo_charge": [0.427, 0.221, 0.458, -0.225, -0.517, 0.211, 0.246, 0.246, -0.568, 0.455, -0.228, 0.275]}

---

Which structure is most stable? model Q, by 0.0617 hartree over the runner-up.

---

Model P:
{"formula": "C2H3ClS", "method": "ωB97M-V with the def2-TZVPD basis set", "smiles": "S/C=C\\Cl", "lumo_ha": 0.0002, "symbols": ["H", "H", "H", "S", "C", "C", "Cl"], "coordinates": [[-1.45812, -1.12076, 0.01382], [1.63150, 2.53276, -0.83577], [0.99215, -0.90068, 0.11771], [1.38807, 1.59914, -0.02813], [0.33250, -0.02084, 0.08999], [-0.98284, -0.16249, 0.06220], [-1.94280, 1.27531, -0.07868]], "nbo_charge": [0.238, 0.171, 0.235, -0.175, -0.240, -0.241, 0.012]}

---

Model Q:
{"formula": "C2H3ClS", "method": "ωB97M-V with the def2-TZVPD basis set", "lumo_ha": -0.0063, "symbols": ["C", "H", "S", "H", "C", "H", "Cl"], "coordinates": [[0.36506, -0.37591, 0.31132], [-0.53875, -0.61824, 0.67988], [-1.51059, 1.99628, -3.30597], [0.63032, 0.60261, 0.20448], [-1.43537, 1.93078, -1.75726], [1.04093, -0.90021, 1.06346], [0.26759, -1.33417, -1.21658]], "nbo_charge": [-0.530, 0.210, 0.152, 0.213, -0.155, 0.207, -0.097]}

---

Model R:
{"formula": "C2H3ClS", "method": "ωB97M-V with the def2-TZVPD basis set", "lumo_ha": -0.0228, "symbols": ["H", "S", "H", "C", "Cl", "C", "H"], "coordinates": [[-0.80180, 2.21157, 0.93643], [-1.39532, 0.71299, -0.83423], [-2.16531, 1.14280, 1.35110], [-1.22415, 1.26648, 0.77377], [2.76929, 1.16490, 0.43858], [-0.50187, -0.01051, 0.29941], [1.71626, 0.80745, -0.22749]], "nbo_charge": [0.225, 0.402, 0.218, -0.645, -0.277, -0.193, 0.270]}

---

Which structure is most stable? model P, by 0.0068 hartree over the runner-up.

---

Model P:
{"formula": "C2H4O2S", "method": "ωB97M-V with the def2-TZVPD basis set", "smiles": "S[C@H]1COO1", "lumo_ha": 0.0280, "symbols": ["S", "H", "C", "H", "H", "O", "O", "H", "C"], "coordinates": [[-2.02882, -0.53219, 0.17103], [-1.67467, -0.20749, 1.41925], [-0.37766, -0.54775, -0.56987], [-0.37643, -0.35118, -1.70214], [1.43317, 0.65014, -0.90294], [0.42191, -1.87101, -0.25007], [1.36612, -1.15935, 0.51993], [0.68386, 0.74538, 0.86825], [0.91288, 0.15486, -0.03396]], "nbo_charge": [0.025, 0.130, -0.111, 0.219, 0.200, -0.275, -0.268, 0.196, -0.115]}

---

Model Q:
{"formula": "C2H4O2S", "method": "ωB97M-V with the def2-TZVPD basis set", "smiles": "O=C(O)CS", "lumo_ha": 0.0158, "symbols": ["S", "H", "C", "O", "H", "H", "C", "O", "H"], "coordinates": [[1.38894, 0.06029, -1.66230], [-0.57558, 1.21139, -0.83200], [0.21557, 0.67764, -0.42668], [-1.27561, -0.35394, 1.41709], [1.55491, -1.05330, -0.86308], [-1.96461, 0.15557, 1.08632], [-0.26377, -0.53803, 0.42210], [0.32151, -1.54963, 0.56908], [0.59863, 1.39001, 0.28947]], "nbo_charge": [-0.048, 0.230, -0.643, -0.696, 0.183, 0.470, 0.789, -0.530, 0.245]}

---

Which structure is most stable? model Q, by 0.1546 hartree over the runner-up.